(1)
Below is a structure of composition C40H38N11OPb, with properties calculated with wB97M-V/def2-TZVPD.

Each line ends with the Löwdin charge.
Geometry (Å):
Pb: -0.393 -1.003 0.846  1.5106
C: -4.844 -2.271 -3.298  -0.0151
C: -5.787 -1.315 -2.939  -0.0071
C: -5.415 -0.102 -2.360  0.0354
C: -4.068 0.130 -2.208  -0.0751
C: -3.247 1.178 -1.529  -0.1303
N: -2.050 1.301 -2.361  0.2027
C: -1.896 -0.141 -2.164  -0.2109
N: -0.998 -0.113 -1.253  0.0197
C: -0.778 1.440 -1.564  -0.2372
C: -0.749 2.738 -0.781  -0.1095
C: -1.662 3.777 -0.655  -0.0046
C: -1.230 4.966 -0.068  -0.0210
C: 0.078 5.125 0.368  -0.0146
C: 1.016 4.117 0.155  0.0325
C: 0.571 2.965 -0.456  -0.1319
C: 1.306 1.840 -1.059  -0.2826
N: 2.523 1.513 -0.482  0.2239
C: 2.359 1.159 0.743  -0.2493
N: 1.078 0.788 1.224  -0.0339
C: 0.984 1.252 2.480  -0.2612
N: -0.165 1.577 3.095  0.2270
C: -1.330 1.633 2.491  -0.2292
N: -1.742 0.959 1.355  0.0378
C: -2.823 1.645 0.863  -0.2106
N: -3.401 1.436 -0.294  0.2866
C: -3.279 2.648 1.833  -0.1175
C: -4.371 3.485 1.860  0.0317
C: -4.520 4.300 2.986  -0.0114
C: -3.596 4.273 4.021  -0.0054
C: -2.481 3.427 3.977  0.0424
C: -2.353 2.618 2.874  -0.1011
C: 2.326 1.565 2.994  -0.0981
C: 2.764 2.002 4.228  0.0276
C: 4.122 2.274 4.372  -0.0210
C: 4.999 2.156 3.300  -0.0148
C: 4.549 1.756 2.039  0.0215
C: 3.217 1.436 1.914  -0.0954
N: 0.639 1.218 -1.980  0.1727
C: -3.108 -0.841 -2.579  -0.0824
C: -3.479 -2.054 -3.113  0.0156
H: -5.177 -3.204 -3.734  0.1288
H: -6.836 -1.515 -3.114  0.1312
H: -6.150 0.639 -2.075  0.1361
H: -2.678 3.716 -1.015  0.1204
H: -1.926 5.789 0.025  0.1264
H: 0.383 6.063 0.814  0.1264
H: 2.065 4.260 0.388  0.1340
H: -5.095 3.508 1.055  0.1314
H: -5.376 4.959 3.054  0.1280
H: -3.739 4.916 4.879  0.1284
H: -1.758 3.402 4.781  0.1319
H: 2.077 2.135 5.055  0.1297
H: 4.501 2.596 5.334  0.1261
H: 6.045 2.394 3.440  0.1263
H: 5.223 1.688 1.195  0.1292
H: -2.754 -2.799 -3.414  0.1211
N: 3.639 -3.064 -1.071  0.0402
C: 3.578 -3.822 -2.348  -0.3452
C: 2.256 -4.574 -2.482  -0.1025
C: 1.000 -3.712 -2.675  -0.3479
N: 0.506 -3.124 -1.389  0.0121
C: 1.222 -2.650 -3.760  -0.0958
C: 2.557 -1.904 -3.699  -0.2579
N: 2.536 -0.930 -2.547  0.1928
C: 3.742 -2.867 -3.542  -0.0866
H: 3.309 -3.644 -0.308  0.0851
H: 2.734 -1.511 -1.674  0.1165
H: 4.607 -2.837 -0.861  0.1026
H: 4.384 -4.557 -2.374  0.1484
H: 2.120 -5.247 -1.628  0.1273
H: 2.341 -5.214 -3.362  0.1377
H: 0.230 -4.387 -3.056  0.1406
H: 0.506 -3.894 -0.724  0.0643
H: -0.471 -2.885 -1.529  0.0292
H: 0.404 -1.922 -3.748  0.1127
H: 1.177 -3.157 -4.725  0.1398
H: 2.666 -1.326 -4.614  0.1572
H: 1.653 -0.404 -2.524  0.0853
H: 3.286 -0.245 -2.634  0.1565
H: 4.675 -2.299 -3.453  0.1306
H: 3.824 -3.468 -4.448  0.1393
C: 0.357 -4.213 2.624  -0.0949
C: -0.026 -3.345 3.800  -0.2692
O: -0.725 -2.169 3.315  -0.2542
H: 0.940 -5.063 2.979  0.0947
H: 0.972 -3.654 1.910  0.0350
H: -0.531 -4.593 2.115  0.0860
H: 0.859 -3.034 4.355  0.1219
H: -0.678 -3.896 4.476  0.1290
H: -1.219 -1.793 4.054  0.0972

Results
- multiplicity = 1
- total energy (Ha) = -2416.508728
- total charge = +3


(2)
Below is an isolated molecule of C6H6N4O3S2, with properties calculated with wB97M-V/def2-TZVPD.

Each line ends with the natural charge from an NBO analysis.
Geometry (Å):
C: -0.865 0.639 4.112  -0.0577
C: 0.530 -0.426 -4.083  -0.0867
C: -0.111 0.044 3.135  -0.1213
C: -0.233 -0.164 -2.973  -0.0815
C: -0.958 1.981 2.436  0.1970
C: 1.546 -1.477 -2.552  0.1844
N: -1.363 1.858 3.679  -0.4204
N: 1.604 -1.223 -3.797  -0.4222
N: -0.158 0.877 1.974  -0.6413
N: 0.426 -0.855 -2.007  -0.6318
O: 0.565 1.873 -0.109  -0.8949
O: 0.385 -2.218 0.110  -0.9344
O: -1.531 -0.915 -0.349  -0.8905
S: 0.955 0.774 0.714  1.3720
S: -0.138 -1.014 -0.433  2.0363
H: -1.047 0.234 5.061  0.2170
H: 0.320 -0.337 -5.144  0.2212
H: 0.057 -0.996 2.906  0.2350
H: -1.127 0.302 -2.684  0.2456
H: -1.282 2.958 1.955  0.2435
H: 2.423 -1.914 -1.952  0.2307

Results
- multiplicity = 1
- total energy (Ha) = -1473.232375


HOMO-LUMO gap? In order: 6.782 8.333 eV.